Record 1
{
  "formula": "C2H4FNO2",
  "method": "ωB97M-V/def2-TZVPD",
  "multiplicity": 1,
  "e_above_lowest_kj_mol": 147.4,
  "lumo_energy_ev": 0.363,
  "homo_lumo_gap_ev": 10.8,
  "e_homo_ev": -10.432,
  "charge": 0,
  "symbols": ["C", "C", "N", "O", "O", "F", "H", "H", "H", "H"],
  "xyz": [[1.068, 0.116, -0.080], [-0.348, -0.126, -0.271], [-1.088, 0.711, 0.432], [1.551, 1.208, -0.052], [1.809, -0.930, 0.097], [-0.686, -1.525, 0.078], [-0.805, -0.140, -1.660], [-0.627, 1.470, 0.883], [1.107, -1.593, 0.384], [-1.982, 0.809, 0.191]],
  "lowdin_charge": [-0.59, -0.34, 0.14, 0.14, 0.16, -0.08, 0.25, 0.12, 0.14, 0.06]
}

=====

Record 2
{
  "formula": "C50H109BN7O19",
  "method": "ωB97M-V/def2-TZVPD",
  "multiplicity": 1,
  "e_above_lowest_kj_mol": 737.8,
  "lumo_energy_ev": 1.829,
  "homo_lumo_gap_ev": 8.7,
  "e_homo_ev": -6.876,
  "charge": -1,
  "symbols": ["O", "C", "O", "B", "O", "C", "O", "O", "C", "O", "C", "O", "O", "C", "C", "C", "C", "C", "C", "N", "O", "C", "C", "C", "H", "H", "H", "H", "H", "H", "H", "H", "H", "H", "H", "H", "H", "H", "H", "H", "H", "H", "H", "C", "C", "C", "C", "C", "C", "N", "O", "C", "C", "C", "H", "H", "H", "H", "H", "H", "H", "H", "H", "H", "H", "H", "H", "H", "H", "H", "H", "H", "H", "C", "O", "C", "C", "N", "C", "C", "O", "C", "H", "H", "H", "H", "H", "H", "H", "H", "H", "H", "H", "H", "H", "H", "H", "C", "O", "C", "C", "N", "C", "C", "O", "C", "H", "H", "H", "H", "H", "H", "H", "H", "H", "H", "H", "H", "H", "H", "H", "C", "O", "C", "C", "N", "C", "C", "O", "C", "H", "H", "H", "H", "H", "H", "H", "H", "H", "H", "H", "H", "H", "H", "H", "C", "O", "C", "C", "N", "C", "C", "O", "C", "H", "H", "H", "H", "H", "H", "H", "H", "H", "H", "H", "H", "H", "H", "H", "C", "C", "C", "O", "C", "N", "H", "H", "H", "H", "H", "H", "H", "H", "H", "H", "H"],
  "xyz": [[0.888, 0.088, 4.096], [0.426, 0.609, 3.063], [0.248, -0.015, 1.904], [-0.409, 0.929, 0.900], [-0.576, 2.143, 1.720], [-0.094, 2.051, 2.907], [-0.039, 2.955, 3.791], [-1.686, 0.437, 0.353], [-1.635, 0.277, -0.986], [-2.499, -0.123, -1.783], [-0.228, 0.799, -1.396], [0.459, 1.127, -0.269], [0.225, 0.893, -2.511], [-6.831, -7.635, -1.759], [-7.798, -7.183, -2.862], [-7.831, -8.347, -3.882], [-8.907, -8.252, -4.925], [-10.254, -8.169, -4.270], [-10.359, -7.076, -3.199], [-9.199, -7.061, -2.265], [-9.264, -6.202, -1.124], [-10.520, -5.635, -3.863], [-11.663, -7.444, -2.473], [-7.287, -5.794, -3.540], [-7.307, -8.473, -1.251], [-6.722, -6.953, -0.916], [-5.822, -7.941, -2.035], [-6.913, -8.530, -4.441], [-7.940, -9.325, -3.413], [-8.833, -9.119, -5.581], [-8.847, -7.454, -5.665], [-10.415, -9.159, -3.842], [-10.943, -7.917, -5.075], [-11.528, -5.542, -4.266], [-10.446, -4.712, -3.288], [-9.738, -5.561, -4.619], [-11.641, -6.928, -1.514], [-12.643, -7.095, -2.798], [-11.693, -8.492, -2.175], [-6.200, -5.788, -3.621], [-7.711, -4.875, -3.135], [-7.616, -5.746, -4.578], [-9.666, -6.733, -0.432], [9.167, 6.026, 11.737], [8.251, 4.728, 11.870], [7.099, 4.995, 12.950], [5.989, 5.829, 12.425], [5.418, 5.024, 11.269], [6.377, 4.913, 10.037], [7.677, 4.321, 10.549], [8.623, 4.053, 9.565], [5.799, 3.793, 9.151], [6.389, 6.217, 9.287], [9.021, 3.525, 12.466], [9.735, 5.894, 12.658], [8.685, 6.992, 11.586], [9.788, 5.907, 10.849], [6.577, 4.098, 13.284], [7.553, 5.627, 13.713], [6.246, 6.762, 11.924], [5.263, 6.044, 13.209], [4.486, 5.503, 10.972], [5.124, 4.035, 11.620], [4.717, 3.923, 9.155], [6.323, 3.677, 8.202], [5.880, 2.798, 9.590], [6.588, 5.909, 8.261], [5.506, 6.834, 9.122], [7.124, 6.828, 9.813], [8.638, 2.535, 12.214], [8.992, 3.538, 13.555], [10.061, 3.613, 12.150], [8.835, 3.117, 9.606], [-9.607, 0.070, 9.011], [-8.854, -0.754, 8.178], [-8.439, -0.025, 6.999], [-7.880, -1.005, 5.989], [-6.431, -0.928, 6.245], [-5.594, -1.773, 5.385], [-4.503, -2.403, 6.250], [-4.829, -3.363, 7.143], [-5.366, -4.511, 6.520], [-8.978, 0.948, 9.163], [-9.807, -0.542, 9.890], [-10.602, 0.292, 8.625], [-7.720, 0.735, 7.306], [-9.209, 0.480, 6.416], [-7.968, -0.719, 4.941], [-8.253, -2.020, 6.133], [-6.138, -1.394, 7.092], [-5.195, -1.006, 4.720], [-6.176, -2.453, 4.764], [-4.152, -1.605, 6.905], [-3.551, -2.617, 5.764], [-4.491, -5.003, 6.094], [-6.005, -4.402, 5.644], [-5.883, -5.053, 7.312], [2.898, 4.142, -8.026], [2.725, 2.961, -8.833], [2.104, 3.402, -10.017], [1.826, 2.199, -10.839], [1.315, 1.017, -10.091], [-0.218, 1.021, -10.195], [-0.901, -0.002, -9.228], [-0.276, -1.272, -9.547], [-0.996, -2.402, -9.160], [2.017, 4.653, -7.636], [3.445, 4.899, -8.588], [3.559, 3.912, -7.191], [2.596, 4.098, -10.697], [1.153, 3.919, -9.883], [2.794, 1.869, -11.216], [1.300, 2.424, -11.767], [1.560, 1.274, -9.146], [-0.693, 0.710, -11.126], [-0.685, 1.972, -9.940], [-1.923, -0.027, -9.607], [-0.870, 0.288, -8.177], [-0.488, -3.356, -9.299], [-1.787, -2.381, -9.910], [-1.421, -2.353, -8.157], [-6.978, 4.290, -3.073], [-6.423, 4.607, -4.364], [-5.297, 5.462, -4.297], [-4.668, 5.878, -5.622], [-5.492, 6.764, -6.508], [-5.760, 8.013, -5.831], [-4.458, 8.823, -5.502], [-3.522, 8.557, -6.465], [-2.805, 9.704, -6.724], [-6.983, 5.104, -2.348], [-6.238, 3.610, -2.651], [-7.922, 3.765, -3.221], [-4.489, 5.024, -3.710], [-5.507, 6.374, -3.739], [-4.429, 5.045, -6.283], [-3.750, 6.416, -5.386], [-4.665, 7.181, -6.911], [-6.459, 7.815, -5.018], [-6.321, 8.664, -6.502], [-3.930, 8.506, -4.603], [-4.746, 9.873, -5.447], [-1.766, 9.373, -6.730], [-2.818, 10.612, -6.121], [-3.020, 10.104, -7.715], [8.887, -4.671, -7.179], [8.264, -4.005, -6.089], [9.040, -2.865, -5.582], [8.011, -1.819, -5.215], [6.910, -2.233, -4.334], [6.096, -1.007, -4.019], [6.793, 0.117, -3.254], [7.630, -0.417, -2.191], [8.576, 0.449, -1.665], [9.552, -5.481, -6.880], [9.304, -4.001, -7.931], [8.155, -5.256, -7.737], [9.674, -2.460, -6.371], [9.799, -2.953, -4.805], [7.670, -1.496, -6.198], [8.481, -0.924, -4.806], [7.142, -2.280, -3.352], [5.354, -1.578, -3.463], [5.738, -0.405, -4.855], [6.055, 0.731, -2.737], [7.365, 0.593, -4.051], [9.207, -0.098, -0.964], [8.049, 1.274, -1.187], [9.101, 0.909, -2.503], [7.218, -3.386, 4.331], [7.358, -3.520, 2.817], [7.859, -5.002, 2.548], [9.180, -5.297, 2.963], [10.212, -4.564, 2.470], [6.193, -3.175, 2.053], [8.075, -3.784, 4.874], [6.424, -4.019, 4.727], [7.072, -2.320, 4.508], [8.201, -2.922, 2.471], [7.637, -5.285, 1.519], [7.229, -5.593, 3.212], [10.318, -4.763, 1.404], [11.108, -4.946, 2.959], [10.085, -3.519, 2.751], [6.148, -2.174, 1.930], [5.394, -3.417, 2.622]],
  "lowdin_charge": [0.08, -0.36, 0.20, -0.83, 0.24, -0.37, 0.07, 0.21, -0.32, 0.10, -0.35, 0.21, 0.13, -0.06, -0.42, -0.15, -0.22, -0.16, -0.46, -0.10, -0.01, -0.02, -0.05, 0.00, 0.08, 0.08, 0.08, 0.12, 0.12, 0.11, 0.11, 0.12, 0.13, 0.07, 0.08, 0.05, 0.07, 0.08, 0.08, 0.07, 0.08, 0.05, 0.09, -0.02, -0.44, -0.15, -0.21, -0.16, -0.48, -0.13, -0.01, -0.05, -0.03, -0.05, 0.07, 0.07, 0.07, 0.12, 0.12, 0.11, 0.12, 0.12, 0.12, 0.09, 0.08, 0.08, 0.08, 0.09, 0.07, 0.08, 0.07, 0.07, 0.10, -0.14, -0.19, -0.22, -0.18, -0.08, -0.20, -0.28, -0.17, -0.09, 0.09, 0.09, 0.08, 0.12, 0.11, 0.12, 0.12, 0.09, 0.12, 0.10, 0.13, 0.13, 0.09, 0.08, 0.09, -0.09, -0.15, -0.29, -0.24, -0.01, -0.18, -0.20, -0.21, -0.13, 0.09, 0.08, 0.09, 0.12, 0.12, 0.11, 0.12, 0.08, 0.11, 0.10, 0.11, 0.12, 0.08, 0.08, 0.09, -0.09, -0.18, -0.24, -0.18, -0.04, -0.21, -0.24, -0.19, -0.13, 0.08, 0.08, 0.09, 0.12, 0.10, 0.12, 0.10, 0.06, 0.11, 0.11, 0.13, 0.12, 0.09, 0.09, 0.09, -0.13, -0.17, -0.20, -0.23, -0.02, -0.20, -0.20, -0.22, -0.13, 0.08, 0.08, 0.08, 0.10, 0.11, 0.12, 0.10, 0.09, 0.12, 0.12, 0.13, 0.10, 0.09, 0.08, 0.08, -0.07, -0.45, -0.18, -0.19, -0.15, 0.05, 0.08, 0.08, 0.08, 0.11, 0.12, 0.12, 0.09, 0.09, 0.08, 0.08, 0.07]
}

=====

Record 3
{
  "formula": "C3H6ClMgO3",
  "method": "ωB97M-V/def2-TZVPD",
  "multiplicity": 1,
  "e_above_lowest_kj_mol": 0.0,
  "lumo_energy_ev": -6.224,
  "homo_lumo_gap_ev": 8.2,
  "e_homo_ev": -14.407,
  "charge": 1,
  "symbols": ["Mg", "Cl", "C", "O", "C", "O", "O", "C", "H", "H", "H", "H", "H", "H"],
  "xyz": [[32.301, 10.170, -13.219], [30.744, 8.756, -12.406], [34.968, 9.162, -16.067], [33.785, 8.624, -16.669], [32.637, 8.858, -16.114], [32.478, 9.545, -15.092], [31.690, 8.258, -16.746], [30.318, 8.521, -16.380], [34.824, 10.194, -15.749], [35.736, 9.166, -16.832], [35.290, 8.528, -15.242], [30.232, 8.745, -15.320], [29.779, 7.594, -16.547], [29.900, 9.311, -16.996]],
  "lowdin_charge": [0.92, -0.07, 0.01, 0.08, -0.58, -0.07, 0.09, 0.03, 0.10, 0.11, 0.11, 0.06, 0.11, 0.11]
}